# 1
The following is a DFT calculation (ωB97M-V with the def2-TZVPD basis set) of a structure of composition C3H3LiO4Ru in a non-equilibrium geometry.

Properties
Expectation value of S² ... 8.753
2S+1 ... 6
Total charge ... +1
HOMO (spin up / spin down) ... -11.81 / -14.55 eV

Element x y z (Å)
C -0.58821 -0.36244 0.27762
O -1.13055 -1.42791 0.05791
O -1.09281 0.68679 0.81134
C 0.82469 -0.07254 -0.31376
O 1.32020 1.04022 -0.22867
O 1.41121 -1.11338 -0.81500
C 2.77710 -0.98676 -1.23616
H 3.39947 -0.68814 -0.38466
H 3.06612 -1.97520 -1.59911
H 2.85147 -0.24144 -2.03651
Ru -3.09113 1.13889 0.97550
Li 0.16860 2.19808 0.82986

Löwdin analysis output, partial charges in e:
1. C -0.56
2. O 0.14
3. O -0.42
4. C -0.41
5. O 0.03
6. O 0.04
7. C 0.01
8. H 0.11
9. H 0.11
10. H 0.11
11. Ru 1.06
12. Li 0.78

***

# 2
The following is a DFT calculation (ωB97M-V with the def2-TZVPD basis set) of a structure of composition C3H3LiO9 in a non-equilibrium geometry.

Properties
2S+1 ... 1
Total charge ... -2
HOMO ... -1.33 eV

Element x y z (Å)
Li -0.35410 -0.19234 0.43356
O 0.79671 -3.88509 1.08592
C 0.50587 -2.60674 0.94913
O 1.28493 -1.70243 1.27609
O -0.61416 -2.31622 0.58703
H -0.09159 -4.21262 0.92704
O 0.56553 1.90022 -3.53778
C -0.26450 0.87701 -3.29256
O -0.67069 0.10302 -4.15510
O -0.30897 0.50393 -2.09656
H 0.69465 1.72578 -4.47292
O -0.41409 2.31518 3.41989
C -0.52828 1.80868 2.16494
O 0.48821 1.82494 1.47536
O -1.55934 1.17004 1.86449
H 0.46979 2.68670 3.37151

Löwdin analysis output, partial charges in e:
1. Li 0.74
2. O 0.08
3. C -0.95
4. O -0.05
5. O -0.06
6. H 0.09
7. O 0.05
8. C -0.91
9. O -0.07
10. O -0.08
11. H 0.08
12. O 0.04
13. C -0.89
14. O -0.05
15. O -0.08
16. H 0.08

***

# 3
The following is a DFT calculation (ωB97M-V with the def2-TZVPD basis set) of a structure of composition C3H3LuO3 in a non-equilibrium geometry.

Properties
Expectation value of S² ... 0.751
2S+1 ... 2
Total charge ... +3
HOMO (spin up / spin down) ... -21.61 / -22.95 eV

Element x y z (Å)
C -0.45462 -1.09567 -0.28390
C -0.27476 -1.85930 -1.34879
O -1.18190 -1.27187 0.80277
H 0.28892 -1.49534 -2.20665
H -0.65535 -2.88673 -1.36139
H -0.68941 -1.06570 1.60889
O 0.63167 2.44939 0.98254
C 0.97687 2.38610 -0.13741
O 1.29097 2.49636 -1.23069
Lu 0.06761 2.34276 3.17461

Löwdin analysis output, partial charges in e:
1. C 0.09
2. C 0.23
3. O 0.22
4. H 0.13
5. H 0.17
6. H 0.14
7. O -0.13
8. C -0.30
9. O 0.41
10. Lu 2.04

***

# 4
The following is a DFT calculation (ωB97M-V with the def2-TZVPD basis set) of a structure of composition C3H3Mg2O4 in a non-equilibrium geometry.

Properties
2S+1 ... 1
Total charge ... -1
HOMO ... -2.19 eV

Element x y z (Å)
O -0.17861 -0.62555 2.09756
C 0.94400 -0.08102 1.77827
O 1.48982 0.79190 2.45550
Mg -1.58487 -1.15974 0.81090
O -0.20088 -0.84476 -0.67301
C 0.91007 -0.11359 -0.49340
C 0.87633 1.13328 -1.38690
O -0.38051 1.59630 -1.74171
Mg -1.79027 0.32308 -1.45694
H 1.47486 0.86215 -2.28683
H 1.46560 1.90778 -0.84842
H 1.82962 -0.54073 0.78064

Löwdin analysis output, partial charges in e:
1. O -0.27
2. C -0.64
3. O -0.06
4. Mg 0.57
5. O -0.50
6. C -0.24
7. C -0.41
8. O -0.45
9. Mg 0.60
10. H 0.10
11. H 0.11
12. H 0.19

***

# 5
The following is a DFT calculation (ωB97M-V with the def2-TZVPD basis set) of the molecule C3H3N in a non-equilibrium geometry.

Properties
SMILES ... C=CC#N
2S+1 ... 1
Total charge ... 0
HOMO ... -10.60 eV

Element x y z (Å)
C -0.55001 0.86053 0.10019
C -0.23490 -0.38799 -0.34546
C 1.01230 -0.97092 0.16764
H -1.50563 1.36237 -0.19485
H 0.07350 1.39987 0.81187
H -0.84280 -0.91601 -1.03863
N 2.04754 -1.34785 0.49924

Löwdin analysis output, partial charges in e:
1. C 0.03
2. C -0.15
3. C -0.24
4. H 0.08
5. H 0.07
6. H 0.08
7. N 0.14

***

# 6
The following is a DFT calculation (ωB97M-V with the def2-TZVPD basis set) of a cluster of 2 separate species, C3H3N2 in total in a non-equilibrium geometry.

Properties
2S+1 ... 1
Total charge ... +1
HOMO (spin up / spin down) ... -17.00 / -16.25 eV

Element x y z (Å)
C 0.71266 0.81925 1.66011
C -1.84392 -1.36155 -0.95854
C 0.78254 0.29884 -0.66194
N -2.83640 -1.95119 -0.91653
N 0.78746 0.62343 0.52279
H 0.95946 1.36008 2.51338
H 1.25332 -0.59172 -0.85942
H 0.18489 0.80286 -1.29986

Löwdin analysis output, partial charges in e:
1. C 0.38
2. C -0.02
3. C 0.15
4. N 0.08
5. N 0.08
6. H 0.13
7. H 0.11
8. H 0.09

***

# 7
The following is a DFT calculation (ωB97M-V with the def2-TZVPD basis set) of a structure of composition C3H3N2O in a non-equilibrium geometry.

Properties
2S+1 ... 1
Total charge ... +1
HOMO ... -17.26 eV

Element x y z (Å)
C -1.52544 0.54706 -2.04590
C -1.04355 0.85892 -0.69559
C -0.06939 0.03149 -0.08464
N -1.79866 1.80443 -0.61246
N -2.21991 0.78550 -2.89441
O -2.54561 2.52477 -1.07834
H -0.05602 -0.94052 -0.63205
H -0.23799 -0.07533 0.96569
H 0.90870 0.61371 0.13739

Löwdin analysis output, partial charges in e:
1. C -0.09
2. C -0.18
3. C 0.04
4. N 0.15
5. N 0.29
6. O 0.36
7. H 0.14
8. H 0.11
9. H 0.17

***

# 8
The following is a DFT calculation (ωB97M-V with the def2-TZVPD basis set) of a cluster of 2 separate species, C3H3N2O3 in total in a non-equilibrium geometry.

Properties
Expectation value of S² ... 2.009
2S+1 ... 3
Total charge ... -1
HOMO (spin up / spin down) ... -2.46 / -2.42 eV

Element x y z (Å)
C 0.44441 1.37353 1.02100
C -1.34595 0.75500 -0.02684
C -0.17434 0.37908 -0.77392
N -0.81443 1.36536 1.15684
N 1.10108 -1.97407 -0.25496
O 0.96509 -2.66948 -1.29064
O -2.53717 0.59193 -0.27420
O 0.95967 0.89953 -0.10181
H 1.16420 1.51005 1.85218
H -0.04062 -0.22719 -1.63188
H 0.27807 -2.00373 0.32423

Löwdin analysis output, partial charges in e:
1. C -0.34
2. C -0.60
3. C -0.12
4. N 0.11
5. N -0.02
6. O -0.09
7. O -0.11
8. O -0.08
9. H 0.12
10. H 0.06
11. H 0.08

***

# 9
The following is a DFT calculation (ωB97M-V with the def2-TZVPD basis set) of a cluster of 2 separate species, C3H3N2OP in total in a non-equilibrium geometry.

Properties
2S+1 ... 1
Total charge ... 0
HOMO (spin up / spin down) ... -10.85 / -10.00 eV

Element x y z (Å)
C 1.24593 1.47430 -0.39433
C 1.70130 -1.10100 -0.52372
C -2.32492 -0.16481 0.08234
N 1.51890 2.25288 -1.19167
N 1.80574 -2.11181 -1.04506
O 1.65328 0.16235 2.03844
P 0.99523 0.13400 0.73535
H -2.31831 -1.08422 0.52091
H -2.07120 0.57251 0.76668
H -2.20594 -0.13420 -0.98894

Löwdin analysis output, partial charges in e:
1. C -0.37
2. C -0.32
3. C 0.13
4. N 0.13
5. N 0.09
6. O -0.33
7. P 0.75
8. H -0.04
9. H -0.05
10. H 0.01

***

# 10
The following is a DFT calculation (ωB97M-V with the def2-TZVPD basis set) of a cluster of 2 separate species, C3H3N2OS2 in total in a non-equilibrium geometry.

Properties
2S+1 ... 1
Total charge ... -1
HOMO ... -4.09 eV

Element x y z (Å)
C 2.06064 -0.21524 -0.20002
C 1.29613 -2.75922 0.48226
C -0.04436 0.45623 0.50030
N 0.18498 -2.34204 0.56539
N 1.37802 0.72208 0.30950
O 2.36062 -3.21342 0.40232
S 3.18899 -0.98876 -0.95579
S 2.22727 2.20010 0.31196
H -0.08918 -0.73649 0.73618
H -0.46287 1.15728 1.30516
H -0.54531 0.55834 -0.48452

Löwdin analysis output, partial charges in e:
1. C -0.76
2. C -0.73
3. C -0.15
4. N 0.03
5. N -0.70
6. O -0.07
7. S 0.84
8. S 0.34
9. H 0.03
10. H 0.09
11. H 0.08

***

# 11
The following is a DFT calculation (ωB97M-V with the def2-TZVPD basis set) of the molecule C3H3N2PS in a non-equilibrium geometry.

Properties
2S+1 ... 1
Total charge ... 0
HOMO (spin up / spin down) ... -7.82 / -7.57 eV

Element x y z (Å)
C -0.44071 0.82416 -0.17401
C 0.86687 1.39063 -0.05650
C -0.81923 -0.47863 -0.01429
N 2.01669 0.90323 -0.03641
N 0.05963 -1.55111 0.23338
P 1.64826 -1.73484 -0.03877
S -2.43553 -0.99227 -0.04787
H -1.23978 1.51963 -0.35869
H 0.85094 2.49023 0.00989
H -0.50716 -2.37103 0.48328

Löwdin analysis output, partial charges in e:
1. C -0.17
2. C -0.35
3. C -0.92
4. N 0.07
5. N -0.41
6. P 1.00
7. S 0.53
8. H 0.09
9. H 0.12
10. H 0.04

***

# 12
The following is a DFT calculation (ωB97M-V with the def2-TZVPD basis set) of the molecule C3H3N3 in a non-equilibrium geometry.

Properties
SMILES ... N=C1N=CC=N1
2S+1 ... 1
Total charge ... 0
HOMO ... -10.70 eV

Element x y z (Å)
C 0.93285 -0.18565 -0.11278
C -1.14764 -0.72563 -0.10816
C -0.96440 0.67079 0.09364
H 2.61612 0.75520 0.08999
H -1.98668 -1.47006 -0.06037
H -1.91541 1.42421 0.41211
N 2.16392 -0.30837 0.05721
N 0.04235 -1.23178 -0.08900
N 0.25889 1.07130 -0.28266

Löwdin analysis output, partial charges in e:
1. C -0.60
2. C -0.12
3. C -0.14
4. H 0.15
5. H 0.13
6. H 0.17
7. N 0.19
8. N 0.11
9. N 0.11

***

# 13
The following is a DFT calculation (ωB97M-V with the def2-TZVPD basis set) of the molecule C3H3N3 in a non-equilibrium geometry.

Properties
2S+1 ... 1
Total charge ... 0
HOMO ... -8.23 eV

Element x y z (Å)
N -0.66543 -0.78965 0.20440
C 0.28818 0.34415 0.07967
C 1.60326 -0.05550 -0.18466
N 2.66657 -0.49173 -0.37049
C -0.30328 1.58551 -0.15432
N -0.85560 2.60372 -0.31926
H -1.59033 -0.42191 0.44430
H -0.76260 -1.34741 -0.65457
H -0.38077 -1.42717 0.95494

Löwdin analysis output, partial charges in e:
1. N 0.18
2. C -0.34
3. C -0.27
4. N 0.11
5. C -0.28
6. N 0.11
7. H 0.16
8. H 0.16
9. H 0.16

***

# 14
The following is a DFT calculation (ωB97M-V with the def2-TZVPD basis set) of a structure of composition C3H3N3 in a non-equilibrium geometry.

Properties
2S+1 ... 1
Total charge ... 0
HOMO (spin up / spin down) ... -10.09 / -10.09 eV

Element x y z (Å)
C 1.51074 -0.05821 0.03034
C 2.47521 0.93364 0.17695
C 0.01202 0.00113 0.01763
N 3.73533 0.71220 0.12444
N 3.64529 -0.57424 -0.13461
N 2.31030 -1.04631 -0.20886
H -0.27321 -1.00520 0.22018
H -0.46620 0.67094 0.79692
H -0.28517 0.50015 -0.82975

Löwdin analysis output, partial charges in e:
1. C -0.38
2. C 0.11
3. C -0.02
4. N 0.00
5. N -0.01
6. N 0.08
7. H 0.07
8. H 0.11
9. H 0.05

***

# 15
The following is a DFT calculation (ωB97M-V with the def2-TZVPD basis set) of the molecule C3H3N3 in a non-equilibrium geometry.

Properties
2S+1 ... 1
Total charge ... 0
HOMO ... -8.87 eV

Element x y z (Å)
C 0.44868 0.05720 -0.74735
C -0.18349 -0.94683 0.18314
N -0.50746 -0.61798 1.39040
N -0.80224 -0.30727 2.44554
N -0.31548 2.50946 -0.20982
C 0.02909 1.43376 -0.45701
H 1.54682 0.01672 -0.72736
H -0.35818 -1.97334 -0.10325
H 0.14227 -0.17171 -1.77429

Löwdin analysis output, partial charges in e:
1. C -0.18
2. C -0.16
3. N -0.14
4. N 0.22
5. N 0.15
6. C -0.23
7. H 0.11
8. H 0.11
9. H 0.12

***

# 16
The following is a DFT calculation (ωB97M-V with the def2-TZVPD basis set) of the molecule C3H3N3O in a non-equilibrium geometry.

Properties
SMILES ... O/C=C1/N=CN=N1
2S+1 ... 1
Total charge ... 0
HOMO ... -9.31 eV

Element x y z (Å)
C 1.44099 0.31941 -0.18033
C 0.12375 -0.07697 -0.14284
C -2.10824 0.23882 0.12281
H 3.13117 -0.23547 0.21956
H 1.53218 1.32581 -0.05489
H -3.11154 0.49207 0.27658
N -0.92446 0.96556 -0.10512
N -1.82176 -1.10417 -0.13413
N -0.61124 -1.31148 -0.06165
O 2.34915 -0.61357 0.06001

Löwdin analysis output, partial charges in e:
1. C -0.05
2. C -0.27
3. C -0.13
4. H 0.05
5. H 0.10
6. H 0.07
7. N 0.08
8. N -0.03
9. N 0.02
10. O 0.14

***

# 17
The following is a DFT calculation (ωB97M-V with the def2-TZVPD basis set) of the molecule C3H3N3O in a non-equilibrium geometry.

Properties
SMILES ... O=c1nccn[nH]1
2S+1 ... 1
Total charge ... 0
HOMO ... -9.44 eV

Element x y z (Å)
O 2.28589 -1.30223 0.25671
C 1.18578 -0.86555 0.12065
N 1.06871 0.86017 0.01390
N -0.07367 1.40881 0.12911
C -1.14123 0.66618 -0.09038
C -1.09859 -0.73045 -0.14980
N -0.01481 -1.46339 -0.03199
H 1.87076 1.46604 0.22108
H -2.05007 1.23721 -0.18228
H -2.03276 -1.27679 -0.28700

Löwdin analysis output, partial charges in e:
1. O 0.10
2. C -0.39
3. N 0.08
4. N 0.00
5. C -0.15
6. C -0.11
7. N 0.12
8. H 0.14
9. H 0.09
10. H 0.11

***

# 18
The following is a DFT calculation (ωB97M-V with the def2-TZVPD basis set) of the molecule C3H3N3O in a non-equilibrium geometry.

Properties
SMILES ... O=c1nccn[nH]1
2S+1 ... 1
Total charge ... 0
HOMO ... -9.77 eV

Element x y z (Å)
O 0.50635 -0.16452 -2.49965
C 0.31517 -0.00959 -1.31571
N -0.87610 -0.42604 -0.72079
N -1.03848 -0.62326 0.57060
C -0.13728 -0.15010 1.41468
C 0.99359 0.57198 0.83413
N 1.22541 0.61653 -0.44016
H -1.57060 -0.87316 -1.30754
H -1.11682 -0.03550 1.97892
H 1.69877 1.09366 1.48551

Löwdin analysis output, partial charges in e:
1. O 0.08
2. C -0.51
3. N 0.08
4. N 0.00
5. C -0.10
6. C -0.10
7. N 0.16
8. H 0.16
9. H 0.13
10. H 0.11

***

# 19
The following is a DFT calculation (ωB97M-V with the def2-TZVPD basis set) of the molecule C3H3N3O.

Properties
SMILES ... N=C=N/N=C\C=O
2S+1 ... 1
Total charge ... 0
HOMO ... -9.46 eV

Element x y z (Å)
N 2.39572 0.35876 0.99128
C 1.51568 0.74397 0.23062
N 0.55384 1.14347 -0.41829
N -0.04898 0.29771 -1.33477
O -1.41900 0.34566 1.33886
C -1.60460 -0.47212 0.47196
C -1.01188 -0.42125 -0.90732
H 3.34472 0.43623 0.64589
H -2.27725 -1.33957 0.62736
H -1.44824 -1.09287 -1.64558

Löwdin analysis output, partial charges in e:
1. N 0.16
2. C -0.27
3. N 0.06
4. N 0.05
5. O 0.07
6. C -0.23
7. C -0.11
8. H 0.07
9. H 0.11
10. H 0.10

***

# 20
The following is a DFT calculation (ωB97M-V with the def2-TZVPD basis set) of the molecule C3H3N3O in a non-equilibrium geometry.

Properties
SMILES ... O=c1cc[nH]nn1
2S+1 ... 1
Total charge ... 0
HOMO ... -9.41 eV

Element x y z (Å)
C -0.94697 -0.06840 0.04795
C -0.25466 1.24244 -0.13261
C 1.14516 1.20956 -0.10762
H -0.92171 2.07153 -0.34932
H 2.06083 1.73614 0.07935
H 2.45915 -0.52228 0.43926
N 1.55970 -0.12946 0.25193
N 0.84720 -1.25053 -0.16030
N -0.39668 -1.25355 -0.14641
O -2.16637 0.10597 0.17097

Löwdin analysis output, partial charges in e:
1. C -0.51
2. C 0.03
3. C 0.00
4. H 0.11
5. H 0.11
6. H 0.12
7. N -0.02
8. N 0.03
9. N 0.10
10. O 0.04